Entry from the Open Molecules 2025 dataset: C48H53F5IN3O3S2 as an isolated structure at a distorted geometry (the ωB97M-V functional and the def2-TZVPD basis).

Structure (XYZ):
```
115
Properties=species:S:1:pos:R:3:forces:R:3
C -5.006 -4.034 -3.072 -0.3 -0.3 0.2
C -4.614 -5.187 -2.140 -0.4 0.4 0.2
C -3.766 -4.712 -0.959 0.3 0.0 -0.8
C -2.258 -4.827 -1.216 -1.2 -0.1 0.5
O -2.032 -4.582 -2.590 0.5 0.2 0.4
C -0.741 -4.560 -3.109 -0.8 0.5 -0.6
I 0.864 -5.105 -1.776 0.2 -0.1 0.1
C -0.732 -5.613 -4.127 0.2 -2.2 -1.9
N -0.725 -6.488 -4.902 -0.1 1.9 1.6
C -0.513 -3.116 -3.815 1.0 -0.8 0.4
C 0.239 -3.348 -5.070 1.0 -0.4 -3.1
N 0.722 -3.477 -6.130 -1.0 0.4 2.8
C 0.336 -2.152 -2.995 -0.6 0.6 0.2
C -0.293 -1.765 -1.664 0.9 0.6 -0.2
C 0.680 -0.836 -0.901 -0.7 -0.1 -0.1
S 0.857 -1.294 0.840 0.1 -0.7 -0.1
C -0.838 -1.238 1.388 -0.6 0.4 -0.5
S -1.764 0.033 0.969 -0.2 0.2 0.1
N -1.355 -2.248 2.199 1.8 0.0 0.1
C -0.653 -3.546 2.129 -0.1 -0.2 0.3
C 0.392 -3.703 3.217 0.0 0.0 -0.7
O -0.163 -3.698 4.509 0.0 -0.1 0.2
C -1.399 -3.008 4.533 0.2 0.0 0.2
C -1.424 -1.809 3.625 -1.0 0.0 -0.1
O -1.783 -2.626 -4.066 -0.1 0.0 -0.1
C -1.867 -1.568 -5.008 -1.0 0.6 -0.1
C -3.297 -1.046 -4.967 0.5 -0.7 0.1
H -4.985 -4.312 -4.116 0.2 0.0 -0.3
H -4.388 -3.166 -2.903 0.4 0.2 -0.2
H -6.025 -3.734 -2.846 -0.2 0.1 0.0
H -4.133 -5.997 -2.672 0.2 -0.2 -0.1
H -5.534 -5.579 -1.728 -0.2 -0.3 0.1
H -3.988 -3.669 -0.766 -0.2 0.2 0.2
H -4.023 -5.297 -0.087 0.1 0.0 0.4
H -1.772 -4.089 -0.591 0.4 0.1 0.1
H -1.957 -5.829 -0.931 0.4 -0.3 -0.1
H 1.358 -2.487 -2.901 0.2 -0.4 0.1
H 0.402 -1.235 -3.574 0.1 0.2 -0.2
H -1.182 -1.187 -1.872 -0.5 -0.2 0.1
H -0.516 -2.622 -1.050 -0.2 -0.2 0.1
H 0.328 0.182 -0.973 0.0 0.3 0.1
H 1.662 -0.870 -1.353 0.5 -0.1 0.2
H -1.408 -4.318 2.219 -0.2 -0.2 0.1
H -0.157 -3.708 1.184 -0.1 0.2 -0.4
H 1.125 -2.905 3.095 0.2 0.2 0.2
H 0.919 -4.631 3.025 0.1 -0.3 0.3
H -2.207 -3.683 4.264 -0.3 -0.2 -0.1
H -1.563 -2.693 5.555 0.0 0.1 0.2
H -2.366 -1.301 3.795 -0.2 0.2 -0.1
H -0.639 -1.099 3.865 0.3 0.0 0.0
H -1.198 -0.746 -4.777 0.4 0.0 0.1
H -1.677 -1.926 -6.011 0.4 -0.2 -0.2
H -3.929 -1.770 -5.462 -0.4 0.0 -0.2
H -3.628 -0.988 -3.940 -0.1 0.3 0.3
H -3.345 -0.087 -5.461 -0.2 0.3 -0.1
F 1.437 5.111 0.323 -0.1 -0.1 0.0
C 2.125 4.139 0.965 0.1 -0.1 0.1
C 3.381 4.429 1.457 0.1 0.2 0.0
C 4.087 3.434 2.116 -0.1 -0.2 -0.1
C 3.531 2.171 2.265 0.0 0.0 0.0
C 2.267 1.900 1.757 0.1 0.1 0.1
C 1.551 2.892 1.104 -0.2 0.0 -0.1
H 3.798 5.419 1.322 0.0 0.0 0.0
H 5.069 3.644 2.510 0.0 0.0 0.0
H 4.087 1.394 2.773 0.0 0.0 0.0
H 1.843 0.910 1.855 0.0 0.1 0.0
H 0.561 2.703 0.707 0.0 0.0 0.0
F 4.775 7.309 -1.956 0.0 0.0 0.0
C 3.586 7.886 -2.236 -0.2 0.1 -0.1
C 3.521 8.831 -3.239 0.2 0.0 -0.1
C 2.296 9.417 -3.524 -0.1 -0.1 0.1
C 1.165 9.058 -2.803 0.0 0.0 0.0
C 1.257 8.107 -1.796 0.0 0.1 -0.1
C 2.475 7.510 -1.509 0.1 -0.1 0.1
H 4.415 9.100 -3.784 0.0 0.0 0.0
H 2.225 10.155 -4.311 0.0 0.0 0.0
H 0.213 9.519 -3.027 0.0 0.0 0.0
H 0.379 7.827 -1.231 0.0 0.0 0.0
H 2.565 6.764 -0.736 0.0 0.0 0.0
F 5.153 5.312 4.257 0.1 0.1 0.1
C 4.376 6.269 4.808 -0.1 0.1 0.1
C 4.003 7.352 4.038 0.1 0.0 -0.2
C 3.200 8.330 4.605 0.0 0.0 0.1
C 2.791 8.217 5.927 0.0 0.0 0.0
C 3.182 7.121 6.682 0.0 0.1 -0.1
C 3.979 6.134 6.122 0.0 -0.1 0.1
H 4.339 7.424 3.012 0.0 0.0 0.0
H 2.894 9.181 4.014 0.0 0.0 0.0
H 2.168 8.983 6.366 0.0 0.0 0.0
H 2.867 7.033 7.713 0.0 0.0 0.0
H 4.289 5.268 6.690 0.0 0.0 0.0
F -7.070 -5.301 0.277 0.0 0.0 0.0
C -6.967 -5.607 1.586 0.0 0.0 0.2
C -7.701 -4.883 2.503 -0.1 0.1 0.0
C -7.591 -5.203 3.847 0.1 -0.1 0.0
C -6.751 -6.230 4.255 0.0 0.0 0.1
C -6.020 -6.942 3.315 -0.1 0.1 0.0
C -6.128 -6.634 1.967 0.1 -0.1 -0.1
H -8.345 -4.082 2.164 0.0 0.0 0.0
H -8.164 -4.649 4.578 0.0 0.0 0.0
H -6.667 -6.474 5.305 0.0 0.0 0.0
H -5.363 -7.741 3.631 0.0 0.0 0.0
H -5.574 -7.182 1.216 0.0 0.0 0.0
F 4.524 -1.477 -0.878 0.0 0.0 0.0
C 4.867 -0.340 -1.524 0.1 0.2 -0.1
C 4.298 0.851 -1.124 -0.2 0.0 0.2
C 4.648 2.018 -1.786 0.1 0.0 -0.1
C 5.552 1.977 -2.838 0.0 0.0 0.0
C 6.111 0.766 -3.226 -0.1 0.1 0.1
C 5.771 -0.406 -2.564 0.1 -0.2 -0.1
H 3.591 0.863 -0.306 0.0 0.0 0.0
H 4.213 2.959 -1.478 0.0 0.0 0.0
H 5.822 2.888 -3.355 0.0 0.0 0.0
H 6.813 0.731 -4.048 0.0 0.0 0.0
H 6.199 -1.358 -2.847 0.0 0.0 0.0
```
Forces are in eV/Å.

Properties
**Frontier orbital gap**: 0.3048 Ha
**HOMO energy**: -8.750 eV
**LUMO**: -0.457 eV
**Net charge**: 0

---

Entry from the Open Molecules 2025 dataset: C48H54As2N2O2PdS2Si as an isolated structure (the ωB97M-V functional and the def2-TZVPD basis).

Structure (XYZ):
```
112
Properties=species:S:1:pos:R:3:forces:R:3
Pd 0.619 -0.700 0.460 0.0 0.0 -0.1
S -0.300 -0.840 -1.824 -0.2 0.1 0.0
C 0.751 0.050 -2.797 0.1 0.0 0.0
N 0.777 -0.053 -4.104 0.0 0.0 0.1
C 1.616 0.853 -4.894 0.0 0.0 0.0
C 1.574 2.216 -4.262 0.0 0.1 0.0
N 2.014 2.102 -2.868 0.0 -0.1 0.1
C 2.854 3.205 -2.362 0.0 0.0 0.0
C 4.205 3.223 -3.029 0.0 0.0 0.0
C 4.555 4.274 -3.868 0.0 0.0 0.0
C 5.794 4.289 -4.494 0.0 0.0 0.0
C 6.685 3.248 -4.289 0.0 0.0 0.0
C 6.341 2.194 -3.451 0.0 0.0 0.0
C 5.107 2.181 -2.820 0.0 0.0 0.0
C 1.722 1.026 -2.168 0.0 0.1 0.0
S 2.401 0.684 -0.669 -0.1 0.0 -0.1
C -0.057 -1.000 -4.871 0.0 0.0 0.0
C -1.116 -0.266 -5.652 0.0 0.0 0.0
C -2.077 0.490 -4.983 0.0 0.0 0.0
C -3.041 1.178 -5.700 0.0 0.0 0.0
C -3.056 1.114 -7.089 0.0 0.0 0.0
C -2.105 0.359 -7.757 0.0 0.0 0.0
C -1.133 -0.326 -7.039 0.0 0.0 0.0
H 1.206 0.888 -5.901 0.0 0.0 0.0
H 2.638 0.467 -4.935 0.0 0.0 0.0
H 0.567 2.639 -4.301 0.0 0.0 0.0
H 2.264 2.887 -4.770 0.0 0.0 0.0
H 2.929 3.095 -1.283 0.0 0.0 0.0
H 2.312 4.127 -2.586 0.0 0.0 0.0
H 3.861 5.093 -4.026 0.0 0.0 0.0
H 6.062 5.115 -5.140 0.0 0.0 0.0
H 7.651 3.258 -4.775 0.0 0.0 0.0
H 7.041 1.386 -3.282 0.0 0.0 0.0
H 4.850 1.366 -2.153 0.0 0.0 0.0
H -0.483 -1.712 -4.169 0.0 0.0 0.0
H 0.616 -1.537 -5.542 0.0 0.0 0.0
H -2.078 0.525 -3.899 0.0 0.0 0.0
H -3.791 1.759 -5.179 0.0 0.0 0.0
H -3.813 1.647 -7.647 0.0 0.0 0.0
H -2.117 0.302 -8.837 0.0 0.0 0.0
H -0.393 -0.920 -7.564 0.0 0.0 0.0
C -1.101 0.159 4.378 0.0 0.0 0.0
C 0.204 0.845 4.016 0.1 0.0 0.0
As 0.281 1.232 2.094 -0.1 0.0 -0.2
C 1.619 2.602 1.971 0.0 0.0 0.0
C 1.386 3.792 1.290 0.0 0.0 0.0
C 2.415 4.713 1.148 0.0 0.0 0.0
C 3.673 4.441 1.670 0.0 0.0 0.0
C 3.904 3.251 2.347 0.0 0.0 0.0
C 2.879 2.329 2.498 0.0 0.0 0.0
C -1.421 2.052 1.744 0.0 0.0 0.0
C -2.280 1.458 0.824 0.0 0.0 0.0
C -3.547 1.991 0.619 0.0 0.0 0.0
C -3.954 3.106 1.336 0.0 0.0 0.0
C -3.098 3.698 2.257 0.0 0.0 0.0
C -1.831 3.174 2.464 0.0 0.0 0.0
As -1.322 -1.504 3.329 0.1 0.0 -0.1
C -0.235 -2.788 4.267 0.0 0.0 0.0
C 0.411 -3.800 3.565 0.0 0.0 0.0
C 1.165 -4.745 4.246 0.0 0.0 0.0
C 1.283 -4.680 5.627 0.0 0.0 0.0
C 0.637 -3.674 6.331 0.0 0.0 0.0
C -0.124 -2.731 5.656 0.0 0.0 0.0
C -3.155 -1.967 3.611 0.0 0.0 0.1
C -3.526 -3.013 4.448 0.0 0.0 0.0
C -4.872 -3.302 4.619 0.0 0.0 0.0
C -5.834 -2.555 3.955 0.0 0.0 0.0
C -5.460 -1.510 3.121 0.0 0.0 0.0
C -4.117 -1.213 2.945 0.0 0.0 0.1
H -1.966 0.777 4.135 0.0 0.0 0.0
H -1.151 -0.089 5.440 0.0 0.0 0.0
H 1.069 0.225 4.262 0.0 0.0 0.0
H 0.321 1.798 4.533 0.0 0.0 0.0
H 0.407 4.007 0.877 0.0 0.0 0.0
H 2.232 5.649 0.635 0.0 0.0 0.0
H 4.472 5.162 1.557 0.0 0.0 0.0
H 4.881 3.042 2.761 0.0 0.0 0.0
H 3.072 1.396 3.017 0.0 0.0 0.0
H -1.966 0.579 0.271 0.0 0.0 0.0
H -4.215 1.531 -0.098 0.0 0.0 0.0
H -4.942 3.518 1.179 0.0 0.0 0.0
H -3.418 4.567 2.815 0.0 0.0 0.0
H -1.168 3.639 3.185 0.0 0.0 0.0
H 0.303 -3.851 2.491 0.1 0.0 0.0
H 1.653 -5.543 3.698 0.0 0.0 0.0
H 1.869 -5.419 6.157 0.0 0.0 0.0
H 0.716 -3.628 7.409 0.0 0.0 0.0
H -0.639 -1.967 6.227 0.0 0.0 0.0
H -2.776 -3.612 4.949 0.0 0.0 0.0
H -5.168 -4.116 5.267 0.0 0.0 0.0
H -6.882 -2.790 4.087 0.0 0.0 0.0
H -6.215 -0.929 2.607 0.0 0.0 0.0
H -3.821 -0.397 2.294 0.0 0.0 0.0
C 2.760 -2.575 1.426 0.0 0.0 0.0
O 2.249 -1.301 1.618 0.2 -0.1 0.3
H 2.931 -3.007 2.422 0.0 0.0 0.0
H 3.752 -2.479 0.966 0.0 0.0 0.0
H 2.108 -3.218 0.831 0.0 0.0 0.0
C -3.136 -2.594 -0.548 0.0 0.0 0.1
Si -1.740 -3.338 0.445 0.0 0.0 -0.1
C -2.509 -4.545 1.644 0.0 0.0 0.0
C -0.509 -4.278 -0.609 0.0 0.0 0.0
O -0.859 -2.145 1.238 0.0 -0.1 0.0
H -3.726 -3.402 -0.990 0.0 0.0 0.0
H -2.837 -1.927 -1.354 0.1 0.1 -0.1
H -3.802 -2.044 0.124 0.0 0.0 0.0
H -2.749 -5.465 1.104 0.0 0.0 0.0
H -3.440 -4.166 2.069 0.0 0.0 0.0
H -1.846 -4.824 2.467 -0.1 0.0 0.0
H -1.014 -5.016 -1.237 0.0 0.0 0.0
H 0.177 -4.833 0.038 0.0 0.0 0.0
H 0.085 -3.639 -1.264 0.0 0.0 0.0
```
Forces are in eV/Å.

Properties
**Frontier orbital gap (alpha / beta)**: 0.2232 / 0.2262 Ha
**HOMO energy (alpha / beta)**: -11.876 / -13.477 eV
**LUMO (alpha / beta)**: -5.801 / -7.321 eV
**Energy relative to the best compared isomer or geometry (same formula, charge and spin)**: 20.0 kcal per mole
**Multiplicity**: 5
**Net charge**: +2